Model i:
ORCA calculation (the ωB97M-V functional and the def2-TZVPD basis) on a 2-piece molecular cluster, C2H8S2 overall.

Structure (XYZ):
```
12
Properties=species:S:1:pos:R:3
H 2.0500 -0.2523 1.2868
H 0.3843 -2.5580 2.8470
H -0.5599 1.9604 -3.1833
H 0.8973 -0.9374 3.3003
S -0.5004 0.3804 -1.3540
H -0.9268 2.6942 -1.5731
H -0.3666 -0.3914 -2.4461
H -0.3215 -1.2366 1.9371
C 0.5775 -1.5668 2.4601
S 2.0008 -1.5951 1.3630
H -2.1471 1.6474 -2.3953
C -1.0878 1.8553 -2.2424
```

2S+1 ... 2
Net charge ... +1
Gap between HOMO and LUMO (alpha / beta) ... 11.4 / 3.6 eV

Charges in e, computed with natural (NBO), in the same order as the atoms: atom 1 (H): 0.14, atom 2 (H): 0.26, atom 3 (H): 0.25, atom 4 (H): 0.27, atom 5 (S): 0.22, atom 6 (H): 0.25, atom 7 (H): 0.15, atom 8 (H): 0.26, atom 9 (C): -0.77, atom 10 (S): 0.43, atom 11 (H): 0.26, atom 12 (C): -0.73


Model ii:
ORCA calculation (the ωB97M-V functional and the def2-TZVPD basis) on a 2-piece molecular cluster, C2H8S2 overall.

Structure (XYZ):
```
12
Properties=species:S:1:pos:R:3
H -0.9026 1.2186 1.0876
H 2.7354 -1.4021 -0.6060
H 1.4156 0.9087 -1.8204
H -2.6219 0.9157 1.3449
C -1.7204 0.5264 0.8798
C 1.9584 -0.7350 -0.2337
S 2.2656 0.9590 -0.7767
S -1.8194 0.3273 -0.9235
H -1.4404 -0.4004 1.3852
H 2.0907 -0.7565 0.8593
H -2.8897 -0.4865 -0.9046
H 0.9287 -1.0753 -0.2920
```

2S+1 ... 2
Net charge ... +1
Gap between HOMO and LUMO (alpha / beta) ... 11.0 / 3.5 eV

Charges in e, computed with natural (NBO), in the same order as the atoms: atom 1 (H): 0.23, atom 2 (H): 0.29, atom 3 (H): 0.15, atom 4 (H): 0.26, atom 5 (C): -0.76, atom 6 (C): -0.80, atom 7 (S): 0.50, atom 8 (S): 0.20, atom 9 (H): 0.24, atom 10 (H): 0.27, atom 11 (H): 0.16, atom 12 (H): 0.26


Relative energies, in hartree, with the most stable structure set to zero: model i 0.0000; model ii 0.0096.


Model i:
ORCA calculation (the ωB97M-V functional and the def2-TZVPD basis) on one molecule with the formula C2H4OS2.

Structure (XYZ):
```
9
Properties=species:S:1:pos:R:3
H -1.1529 -0.4218 -1.6926
O -2.6941 0.8042 -1.7859
H 0.2328 -0.9175 1.3095
H 1.4189 0.1726 1.9395
S 1.4805 0.3707 -0.5030
C -1.6945 0.3720 -1.3744
S -0.8240 1.2195 -0.0727
H 1.9513 -1.1972 1.0712
C 1.2820 -0.4025 1.1084
```

Structure (SMILES) ... CSSC=O
Gap between HOMO and LUMO ... 8.1 eV

Charges in e, computed with natural (NBO), in the same order as the atoms: atom 1 (H): 0.13, atom 2 (O): -0.49, atom 3 (H): 0.23, atom 4 (H): 0.21, atom 5 (S): 0.12, atom 6 (C): 0.28, atom 7 (S): 0.05, atom 8 (H): 0.22, atom 9 (C): -0.75


Model ii:
ORCA calculation (the ωB97M-V functional and the def2-TZVPD basis) on a 2-piece molecular cluster, C2H4OS2 overall.

Structure (XYZ):
```
9
Properties=species:S:1:pos:R:3
O -2.3960 1.8621 -0.0455
H 0.2891 0.3753 -0.9877
S -0.0320 -1.9062 1.3626
H 1.1852 -1.2400 -0.5967
H 2.0608 0.3443 -0.6998
H -1.3586 -1.4961 1.2306
C -1.7827 2.2736 -0.9025
S 0.8651 -0.0144 1.2188
C 1.1691 -0.1986 -0.5797
```

Gap between HOMO and LUMO ... 9.5 eV

Charges in e, computed with natural (NBO), in the same order as the atoms: atom 1 (O): -0.50, atom 2 (H): 0.22, atom 3 (S): -0.17, atom 4 (H): 0.24, atom 5 (H): 0.22, atom 6 (H): 0.14, atom 7 (C): 0.50, atom 8 (S): 0.06, atom 9 (C): -0.71


Model iii:
ORCA calculation (the ωB97M-V functional and the def2-TZVPD basis) on one molecule with the formula C2H4OS2.

Structure (XYZ):
```
9
Properties=species:S:1:pos:R:3
O 1.3328 1.8668 1.1004
S 0.8165 0.5953 0.6662
C -1.6006 -0.1914 -0.4588
S 2.1320 -0.2827 -0.5509
H 0.8758 -0.9770 -1.0248
H -2.0383 -0.8333 0.3684
H 0.9766 -0.1529 1.8887
C -0.5081 0.4342 -0.6000
H -1.9867 -0.4590 -1.3891
```

Structure (SMILES) ... C=C=[S@H](=O)S
Gap between HOMO and LUMO ... 8.7 eV

Charges in e, computed with natural (NBO), in the same order as the atoms: atom 1 (O): -0.91, atom 2 (S): 1.35, atom 3 (C): -0.50, atom 4 (S): -0.17, atom 5 (H): 0.21, atom 6 (H): 0.20, atom 7 (H): 0.02, atom 8 (C): -0.42, atom 9 (H): 0.22


Relative energies, in hartree, with the most stable structure set to zero: model i 0.0402; model ii 0.0000; model iii 0.1892.